Entry 1:
{"formula": "C19H36I2LaN2O3PS2", "method": "ωB97M-V/def2-TZVPD", "lumo_energy_ev": -2.26, "gap_ev": 5.5, "spin_multiplicity": 1, "homo_ev": -7.7, "e_above_lowest_kj_mol": 92.69, "e_tot_ha": -2845.5729, "symbols": ["La", "I", "C", "I", "H", "H", "O", "C", "C", "C", "C", "O", "N", "H", "H", "H", "H", "C", "C", "C", "C", "P", "N", "C", "C", "C", "C", "C", "C", "C", "C", "H", "H", "H", "H", "H", "H", "H", "H", "H", "H", "H", "H", "H", "H", "H", "H", "H", "H", "H", "H", "H", "H", "H", "H", "H", "H", "H", "C", "O", "C", "S", "S", "H", "H", "H"], "coordinates": [[-2.7735, -1.5754, 15.7009], [-1.7219, 0.1338, 18.2526], [-0.4503, 0.8271, 16.4392], [-0.9869, 1.3130, 14.3423], [0.4483, 0.1791, 16.3861], [-0.1822, 1.7974, 16.8460], [-2.0715, -3.6038, 16.9439], [-0.8033, -3.4392, 16.8295], [0.1831, -4.1736, 17.7566], [1.5549, -3.6296, 17.2922], [1.1713, -2.5813, 16.2046], [1.9238, -1.7742, 15.7017], [-0.2563, -2.6037, 15.9843], [0.1026, -5.2359, 17.6045], [-0.1259, -3.9001, 18.7927], [2.1548, -4.4109, 16.8430], [2.2012, -3.2002, 18.0437], [-1.8503, -5.6577, 13.3287], [-3.3313, -5.5595, 12.8933], [-3.5640, -6.5572, 11.7610], [-4.1300, -6.0499, 14.1232], [-3.7142, -3.7139, 12.6964], [-3.4261, -2.9047, 13.9817], [-5.5251, -3.4168, 12.0752], [-5.9145, -3.8835, 10.6223], [-6.4989, -4.1251, 13.0412], [-5.9259, -1.9057, 12.1778], [-2.6352, -3.0078, 11.3636], [-3.1566, -1.5821, 10.9613], [-1.1957, -2.7557, 11.9601], [-2.4449, -3.8532, 10.0802], [-1.6405, -6.6529, 13.6634], [-1.6650, -5.0112, 14.1695], [-1.0828, -5.3834, 12.6364], [-3.1840, -7.5327, 12.1139], [-3.0743, -6.4302, 10.8014], [-4.6230, -6.6694, 11.5510], [-3.7365, -7.0549, 14.4393], [-5.1793, -6.2313, 13.8927], [-4.1393, -5.3558, 14.9887], [-5.7520, -4.9393, 10.4917], [-5.4744, -3.2568, 9.8327], [-7.0063, -3.7036, 10.4803], [-6.3852, -5.1902, 13.1396], [-7.5088, -3.8317, 12.8160], [-6.3968, -3.6926, 14.0665], [-5.8994, -1.5131, 11.1573], [-5.2593, -1.3919, 12.8637], [-6.9640, -1.8866, 12.5315], [-3.2763, -0.9621, 11.8647], [-4.1360, -1.6827, 10.4514], [-2.4098, -1.1091, 10.2961], [-1.1002, -2.9491, 13.0514], [-0.9283, -1.6666, 11.8708], [-0.4240, -3.3902, 11.4938], [-3.4437, -4.0512, 9.6424], [-1.8804, -4.8103, 10.2146], [-1.9068, -3.1715, 9.3757], [-4.9293, -3.3097, 18.2371], [-4.7897, -2.4657, 17.0754], [-5.8561, -1.6331, 16.7369], [-7.3975, -1.9923, 17.1756], [-5.3144, -0.2347, 15.8237], [-3.9551, -3.7478, 18.3867], [-5.6943, -4.0756, 18.0360], [-5.3312, -2.7162, 19.0772]], "atomic_forces_ev_per_a": [[-0.735, -1.906, -1.853], [0.971, 0.756, -1.165], [0.564, 0.277, 0.511], [-0.267, -0.754, 1.462], [-0.874, 0.082, 0.034], [-0.027, -0.086, -0.133], [1.422, 0.447, -0.035], [-0.940, -1.343, 1.188], [-0.024, 1.211, -0.006], [-0.918, -0.013, -0.607], [-0.827, 0.445, 0.454], [-0.551, -0.593, 0.199], [1.644, 0.736, -0.293], [-0.214, -0.411, 0.148], [0.442, -0.359, -0.639], [0.065, -0.188, -0.313], [-0.121, 0.389, 0.268], [-0.317, 0.634, 0.369], [0.555, 0.212, 0.463], [-0.239, -0.607, 0.035], [-0.228, -0.735, 0.544], [-0.742, 0.489, -1.036], [0.159, 0.667, 1.220], [-0.730, -0.396, -0.360], [-0.486, 0.960, 0.678], [0.704, 0.933, 1.445], [0.216, -1.047, -0.393], [1.569, 0.389, -0.259], [-0.291, -0.884, -0.022], [0.222, 0.471, 0.843], [-0.435, 0.499, -0.324], [0.012, -0.807, 0.110], [-0.125, 0.332, 0.569], [0.151, 0.103, -1.012], [-0.322, 0.214, 0.016], [0.208, 0.599, 0.055], [-0.242, -0.098, 0.001], [-0.119, 0.932, -0.150], [0.169, -0.059, -0.110], [0.408, -0.294, -0.564], [0.270, -0.385, -0.368], [0.316, -0.501, 0.228], [0.543, -0.198, 0.364], [-0.235, -0.282, -0.346], [-0.559, -0.278, -0.594], [0.358, -0.380, -0.504], [-0.025, 0.464, 0.446], [-0.222, 0.304, 0.028], [0.309, 0.337, 0.009], [-0.008, -0.192, -0.376], [0.802, 0.375, 0.150], [-0.413, -0.249, 0.212], [-0.353, 0.022, -0.653], [-0.039, -1.044, -0.228], [-0.293, 0.413, -0.112], [0.647, -0.181, 0.027], [-0.459, 0.967, -0.023], [-0.203, -0.819, 0.285], [-1.175, -0.159, -0.196], [-0.176, 0.694, 0.273], [0.001, 0.334, -0.285], [0.511, 0.121, -0.103], [-0.409, -0.534, 0.527], [0.167, -0.009, 0.185], [0.415, 0.141, -0.014], [0.519, -0.161, -0.272]]}



Entry 2:
{"formula": "C19H36I2NO12", "method": "ωB97M-V/def2-TZVPD", "lumo_energy_ev": 2.09, "gap_ev": 5.1, "spin_multiplicity": 1, "homo_ev": -3.1, "e_above_lowest_kj_mol": 0.00, "e_tot_ha": -2298.6150, "charge": -1, "symbols": ["C", "C", "C", "C", "N", "C", "I", "C", "C", "I", "H", "H", "H", "H", "H", "H", "H", "H", "H", "H", "H", "H", "C", "O", "C", "O", "O", "C", "H", "H", "H", "H", "H", "H", "C", "O", "C", "O", "O", "C", "H", "H", "H", "H", "H", "H", "C", "O", "C", "O", "O", "C", "H", "H", "H", "H", "H", "H", "C", "O", "C", "O", "O", "C", "H", "H", "H", "H", "H", "H"], "coordinates": [[-3.2101, 1.8035, -4.1060], [-1.8731, 1.2185, -4.6574], [-0.7271, 1.6119, -3.6483], [0.4986, 2.0728, -4.4936], [-0.4881, 0.4394, -2.8335], [0.2551, 0.6668, -1.7757], [0.2598, 2.5390, -0.6625], [1.0495, -0.3380, -1.3126], [1.1039, -1.6924, -1.9981], [2.2773, -0.1872, 0.4393], [-4.0856, 1.2186, -4.4069], [-3.2707, 2.8458, -4.4554], [-3.1482, 1.8670, -3.0130], [-1.9862, 0.1290, -4.6053], [-1.6481, 1.5533, -5.6756], [-1.1143, 2.4886, -3.0996], [0.5110, 1.5399, -5.4548], [1.4590, 1.9851, -3.9743], [0.3415, 3.1327, -4.7648], [0.9016, -1.5662, -3.0631], [0.4126, -2.3959, -1.5131], [2.1244, -2.0861, -1.8778], [-7.5670, 4.3469, -7.6581], [-8.4534, 3.2446, -7.4640], [-7.9211, 2.2358, -6.7660], [-6.8080, 2.1992, -6.3171], [-8.8436, 1.2755, -6.6548], [-8.4028, 0.1292, -5.9246], [-8.1072, 5.0957, -8.2324], [-7.2752, 4.7792, -6.7020], [-6.6869, 4.0387, -8.2207], [-8.1431, 0.4002, -4.9025], [-7.5549, -0.3406, -6.4208], [-9.2312, -0.5747, -5.9022], [-1.2604, -2.1320, 6.4046], [-1.8814, -1.1974, 5.5273], [-1.0374, -0.6591, 4.6350], [0.1384, -0.9072, 4.5488], [-1.7214, 0.1878, 3.8760], [-0.9420, 0.8465, 2.8633], [-2.0244, -2.5045, 7.0829], [-0.8509, -2.9726, 5.8451], [-0.4805, -1.6472, 6.9897], [-0.5210, 0.1250, 2.1657], [-0.1527, 1.4453, 3.3150], [-1.6103, 1.5067, 2.3175], [2.1056, -5.6191, 10.5446], [1.4889, -4.6836, 9.6627], [2.3240, -4.1437, 8.7664], [3.4982, -4.3858, 8.6649], [1.6271, -3.2963, 8.0125], [2.3928, -2.6353, 6.9973], [1.3331, -5.9835, 11.2174], [2.5135, -6.4620, 9.9880], [2.8860, -5.1376, 11.1326], [2.8099, -3.3572, 6.2975], [3.1843, -2.0331, 7.4408], [1.7167, -1.9783, 6.4554], [9.6559, 0.7255, -1.4709], [8.6693, 1.5825, -0.9044], [7.4702, 1.0011, -0.7396], [7.1993, -0.1354, -1.0259], [6.6479, 1.8986, -0.2086], [5.3116, 1.4200, 0.0283], [10.5738, 1.3033, -1.5542], [9.8380, -0.1329, -0.8250], [9.3559, 0.3964, -2.4652], [5.3175, 0.5924, 0.7341], [4.8369, 1.1238, -0.9035], [4.7464, 2.2418, 0.4594]], "atomic_forces_ev_per_a": [[0.785, 0.356, -0.522], [-0.621, 0.197, 1.544], [-0.354, -0.837, -2.110], [-0.481, 0.469, -0.025], [-0.328, 2.100, 0.715], [0.204, -1.966, -0.630], [-0.142, 0.591, 0.137], [0.706, 0.008, 0.575], [0.854, 0.527, 0.680], [-0.585, -0.385, -0.313], [0.038, 0.322, -0.005], [-0.440, -0.247, 0.041], [-0.149, -0.328, -0.169], [0.437, 0.167, -0.343], [-0.245, -0.069, 0.108], [0.357, -0.280, 0.260], [0.309, -0.175, 0.361], [-0.198, -0.072, -0.041], [0.187, -0.208, 0.118], [-0.244, -0.090, 0.192], [-0.016, 0.008, -0.366], [-0.262, -0.149, -0.088], [0.103, 0.259, -0.081], [-0.067, -0.047, -0.007], [-0.044, -0.019, 0.000], [-0.054, 0.018, -0.041], [-0.048, 0.059, -0.050], [0.003, -0.271, 0.138], [-0.159, -0.146, 0.010], [0.107, -0.109, -0.011], [0.048, -0.035, 0.140], [0.134, 0.031, -0.068], [0.075, 0.105, 0.083], [-0.100, 0.157, -0.115], [0.014, -0.195, 0.211], [-0.024, -0.021, 0.006], [-0.090, 0.181, -0.212], [-0.045, -0.032, 0.163], [-0.006, -0.077, 0.145], [0.100, 0.205, -0.366], [-0.132, 0.142, -0.108], [0.130, 0.083, 0.012], [0.056, -0.067, -0.064], [0.115, 0.005, 0.106], [0.072, -0.153, 0.009], [-0.152, -0.099, 0.131], [0.020, -0.174, 0.190], [-0.021, 0.005, 0.005], [-0.095, 0.108, -0.109], [-0.059, -0.030, 0.070], [-0.005, -0.059, 0.089], [0.072, 0.293, -0.348], [-0.122, 0.130, -0.111], [0.115, 0.088, -0.005], [0.080, -0.038, -0.114], [0.080, -0.026, 0.113], [0.060, -0.157, 0.047], [-0.132, -0.109, 0.083], [0.197, -0.057, -0.081], [0.061, 0.025, -0.005], [-0.251, 0.137, 0.101], [0.153, 0.026, -0.016], [0.177, 0.020, -0.002], [-0.238, 0.064, 0.035], [-0.113, 0.149, 0.080], [-0.104, -0.062, -0.087], [-0.057, -0.114, 0.077], [0.080, -0.090, -0.154], [0.082, -0.135, 0.038], [0.172, 0.101, -0.046]]}



Entry 3:
{"formula": "C19H37BCl3N2O11P3S4", "method": "ωB97M-V/def2-TZVPD", "lumo_energy_ev": -0.70, "gap_ev": 7.8, "spin_multiplicity": 1, "homo_ev": -8.5, "e_tot_ha": -5705.5109, "symbols": ["C", "C", "N", "C", "C", "C", "S", "S", "C", "C", "C", "C", "O", "C", "Cl", "C", "Cl", "C", "C", "Cl", "O", "S", "O", "O", "C", "P", "P", "O", "O", "O", "P", "O", "O", "S", "C", "C", "C", "C", "N", "C", "B", "O", "O", "H", "H", "H", "H", "H", "H", "H", "H", "H", "H", "H", "H", "H", "H", "H", "H", "H", "H", "H", "H", "H", "H", "H", "H", "H", "H", "H", "H", "H", "H", "H", "H", "H", "H", "H", "H", "H"], "coordinates": [[3.7821, 1.6217, 2.8385], [3.5428, 3.2119, 2.8278], [3.2350, 3.6361, 1.4422], [4.2186, 4.5864, 0.8853], [5.5600, 3.7318, 0.6188], [1.8741, 4.0836, 1.2955], [1.3804, 5.5958, 0.8065], [0.6272, 2.8252, 1.7443], [-0.8775, 3.0192, 0.6997], [-1.7709, 1.7314, 0.9730], [-2.1023, 0.8497, -0.2860], [-1.0425, -0.2633, -0.6945], [0.0664, 0.1072, 0.1872], [-0.2766, 0.0070, -2.0513], [-1.0569, -0.5335, -3.6237], [0.0021, 1.5335, -2.3772], [-1.2213, 2.4368, -3.3952], [1.1069, 2.2782, -2.0451], [1.2866, 3.7594, -2.5700], [2.4340, 1.6276, -1.0615], [1.0063, -0.6462, -2.1118], [0.9467, -2.2851, -1.8909], [2.2692, -2.6515, -1.2832], [1.0561, -2.8590, -3.2781], [-0.5059, -2.8912, -0.9283], [0.0125, -4.2734, 0.3441], [1.7336, -3.7449, 1.5543], [2.9142, -4.4996, 0.9546], [2.1679, -2.1272, 1.5963], [1.6341, -4.3177, 3.1621], [-1.2187, -4.2755, -2.0879], [0.0489, -5.3886, -2.3416], [-2.2678, -5.2891, -1.1948], [-1.9406, -3.8691, -3.7782], [-1.5373, -1.7730, -0.4014], [-3.0569, -2.0033, -0.9341], [-3.6294, -1.2940, -2.1821], [-5.2521, -1.3564, -2.0802], [-5.8305, -0.1243, -1.5016], [-1.8829, -1.8616, 1.1725], [-0.9243, -1.7978, 2.4111], [-0.0974, -0.7254, 2.9234], [-0.8603, -2.9459, 3.2800], [3.1844, 1.1047, 2.0426], [4.8796, 1.3923, 2.7091], [3.4675, 1.1740, 3.8289], [2.6872, 3.3788, 3.5405], [4.4998, 3.6498, 3.2288], [3.9388, 5.0312, -0.0962], [4.5022, 5.3388, 1.6718], [5.2794, 2.6376, 0.6937], [5.9743, 3.8830, -0.4078], [6.3187, 3.8900, 1.4368], [-0.7002, 3.2346, -0.3820], [-1.4145, 3.9301, 1.1033], [-2.7691, 2.1659, 1.2979], [-1.4076, 1.1873, 1.8784], [-2.3316, 1.5722, -1.1269], [-3.1240, 0.4217, -0.0503], [0.6392, -0.6576, 0.3692], [2.3348, 4.1283, -2.4207], [1.0703, 3.8055, -3.6787], [0.5145, 4.4091, -2.0758], [-1.0737, -4.4071, 1.2925], [2.2419, -1.8475, 2.5289], [0.7677, -4.7329, 3.3150], [0.2501, -5.3701, -3.2955], [-3.1163, -5.2590, -1.6750], [-3.3491, -3.0894, -0.9525], [-3.8065, -1.6368, -0.1573], [-3.4386, -0.1853, -2.2973], [-3.4379, -1.7081, -3.1998], [-5.6965, -1.5848, -3.0941], [-5.4536, -2.2725, -1.4483], [-5.7858, -0.2429, -0.4873], [-5.3207, 0.7108, -1.7864], [-2.4777, -2.8255, 1.2612], [-2.6557, -1.0692, 1.4419], [-0.6376, -0.1487, 3.4892], [-0.1074, -2.8543, 3.8835]], "atomic_forces_ev_per_a": [[0.212, 0.043, 0.514], [0.218, -2.792, 0.625], [-2.219, 2.380, 0.127], [2.441, -0.913, 0.142], [-0.685, -0.741, 0.569], [-0.070, -0.020, -0.036], [0.421, -1.156, -0.081], [1.059, -0.024, -0.362], [-0.729, 0.971, 0.633], [-0.653, 1.143, 0.065], [-1.240, 0.313, -0.149], [1.298, 0.711, 1.165], [-0.864, -1.191, -0.095], [-0.321, 1.377, -2.462], [-0.098, -0.319, 0.735], [1.024, 0.855, 0.618], [0.958, -0.913, 1.207], [-0.633, 0.056, -0.839], [-0.115, -0.790, -0.182], [-0.909, 0.671, -0.923], [-1.934, -1.179, 1.766], [7.539, -2.850, -4.435], [-4.107, 1.611, 0.777], [-2.397, 1.571, 3.107], [-1.253, -0.364, 1.013], [0.137, -0.692, 0.195], [5.917, -1.368, 0.019], [-3.087, 1.489, 1.091], [-1.515, -1.636, 1.011], [-1.005, 1.319, -1.948], [0.715, -3.759, -1.067], [-1.672, 1.811, 1.014], [1.494, 1.963, -0.478], [-0.865, 0.533, -0.655], [-1.896, 1.163, 0.384], [-0.868, 0.582, -0.260], [-2.182, 0.468, -1.590], [1.273, -0.557, -0.402], [-0.066, -1.236, 0.482], [-0.800, -0.486, -0.098], [1.911, -0.780, 2.536], [-1.586, -0.852, -0.635], [-0.203, 1.263, -1.566], [0.559, 0.623, 0.631], [-1.194, 0.148, -0.029], [0.360, 0.560, -0.961], [0.886, 0.370, -0.837], [-1.206, 0.091, -0.588], [-0.338, -0.277, 1.178], [-0.642, -0.165, -1.037], [0.330, 1.154, -0.263], [-0.172, 0.127, 1.023], [-0.566, 0.066, -1.084], [0.211, -0.498, 0.948], [0.542, -1.031, -0.515], [0.980, -0.586, -0.462], [-0.096, 0.174, -1.062], [0.502, -0.937, 0.738], [1.295, 0.042, -0.475], [0.136, 0.326, 0.008], [-1.112, -0.389, 0.208], [0.232, -0.246, 1.219], [0.961, -0.464, -0.299], [0.531, 0.817, -0.633], [-0.097, 0.190, -0.359], [0.214, 0.110, 0.058], [-0.088, 0.306, 0.333], [0.356, 0.020, 0.059], [0.763, 0.878, -0.200], [1.428, -0.266, -0.468], [0.284, -1.300, 0.516], [0.506, -0.033, 1.229], [0.522, 0.470, 1.029], [-0.344, 1.152, -0.466], [-0.077, 0.607, -0.366], [-0.080, -0.359, 0.149], [0.741, 1.055, 0.074], [0.925, -0.646, -0.712], [0.453, -0.035, -0.207], [-0.355, 0.275, 0.089]]}